# 1
ORCA calculation (wB97M-V/def2-TZVPD) on a structure of composition C28H46AuNP3 at a distorted geometry.

Summary:
multiplicity = 3
calculated total energy = -2308.71146 Eh
charge = +1
gap between HOMO and LUMO (alpha / beta) = 3.89 / 6.29 eV

```
79
C28H46AuNP3 (wB97M-V/def2-TZVPD)
C 1.460 -0.898 -4.926
C 1.003 0.123 -4.087
C -0.422 0.209 -3.883
C -1.121 -1.023 -3.838
C -0.636 -2.091 -4.592
C 0.595 -1.963 -5.232
C -2.169 -1.088 -2.782
C -3.000 0.163 -2.857
C -2.272 1.373 -3.038
C -2.820 2.600 -2.504
C -4.208 2.685 -2.395
C -4.983 1.510 -2.584
C -4.392 0.245 -2.702
H 2.492 -0.893 -5.278
H -1.243 -2.998 -4.653
H 0.941 -2.764 -5.890
H -2.785 -1.991 -2.825
H -4.668 3.639 -2.148
H -6.069 1.592 -2.518
H -4.992 -0.673 -2.687
N -1.031 1.396 -3.584
Au 0.518 -0.634 0.018
C 1.858 0.979 -3.191
H 1.336 1.926 -2.979
H 2.842 1.136 -3.656
C -1.829 3.589 -1.926
H -0.950 3.683 -2.583
H -2.305 4.559 -1.730
P 2.145 0.144 -1.534
P -1.206 2.947 -0.320
C -2.557 3.173 0.843
H -2.293 2.729 1.813
H -2.732 4.256 0.952
H -3.475 2.692 0.481
C 0.272 3.818 0.190
H 0.062 4.887 0.331
H 0.636 3.407 1.143
H 1.062 3.708 -0.561
C 3.090 -1.343 -2.015
H 3.952 -1.084 -2.652
H 3.425 -1.862 -1.107
H 2.410 -2.009 -2.562
C 3.338 1.280 -0.742
H 3.512 0.955 0.296
H 4.296 1.266 -1.282
H 2.942 2.307 -0.712
H -1.572 -1.081 -1.774
H -0.963 1.552 -0.502
C -1.412 0.078 3.473
C 0.108 -0.066 3.542
C 0.576 -0.391 4.970
P 0.791 -1.172 2.243
C 2.629 -1.264 2.484
C 3.256 -0.024 3.148
C 3.079 -2.549 3.183
C -0.021 -2.822 2.390
C -0.174 -3.372 3.804
C -1.366 -2.812 1.647
H -1.923 -0.836 3.806
H -1.767 0.350 2.469
H -1.716 0.881 4.163
H 0.542 0.910 3.273
H 0.622 -1.463 5.174
H 1.552 0.049 5.192
H -0.142 0.032 5.681
H 3.000 -1.296 1.441
H 3.303 -0.108 4.243
H 4.293 0.064 2.794
H 2.748 0.914 2.885
H 2.699 -3.446 2.683
H 4.175 -2.600 3.145
H 2.795 -2.590 4.245
H 0.662 -3.493 1.843
H -0.873 -2.785 4.413
H -0.587 -4.387 3.740
H 0.784 -3.461 4.329
H -1.294 -2.293 0.678
H -1.672 -3.849 1.444
H -2.161 -2.338 2.239
```



# 2
ORCA calculation (wB97M-V/def2-TZVPD) on a cluster of 8 separate species, C28H46BBr2FO32S7 in total at a distorted geometry.

Summary:
multiplicity = 1
calculated total energy = -11561.68188 Eh
gap between HOMO and LUMO = 8.23 eV

```
117
C28H46BBr2FO32S7 (wB97M-V/def2-TZVPD)
C 3.622 -2.813 0.996
O 4.989 -2.233 0.940
B 4.955 -0.794 1.266
O 4.843 -0.440 2.724
C 5.083 0.443 0.154
F 5.789 1.648 0.708
O 3.851 0.737 -0.572
C 2.831 1.422 0.208
O 2.920 1.954 1.425
C 1.352 1.629 -0.549
C 0.756 0.131 -0.924
C 1.464 -0.867 -2.042
C 0.953 -2.376 -2.427
C -0.375 -2.991 -1.683
C -1.137 -2.025 -0.588
C -0.614 -0.486 -0.194
C -1.414 0.459 0.898
C 6.142 -0.151 -1.000
Br 6.749 1.429 -2.123
C 5.386 -1.174 -2.071
C 6.308 -2.545 -2.328
Br 5.107 -0.329 -3.886
H 2.810 -2.051 1.365
H 3.404 -3.211 -0.105
H 3.689 -3.787 1.668
H 5.623 -0.951 3.132
H 0.628 2.279 0.104
H 1.624 2.135 -1.592
H 2.430 -0.440 -2.591
H 1.573 -2.992 -3.237
H -0.720 -4.086 -1.947
H -2.097 -2.453 -0.043
H -2.272 -0.175 1.403
H -0.660 0.898 1.685
H -1.924 1.399 0.374
H 7.059 -0.707 -0.531
H 4.356 -1.593 -1.638
H 5.658 -3.275 -3.010
H 7.289 -2.188 -2.858
H 6.482 -3.069 -1.290
C -5.836 -5.240 0.820
C -4.377 -5.492 0.447
O -3.726 -4.235 0.616
S -4.451 -3.421 1.829
O -3.679 -3.628 3.035
O -4.819 -2.111 1.345
O -5.796 -4.337 1.924
H -6.373 -4.752 0.000
H -6.356 -6.160 1.098
H -4.265 -5.850 -0.579
H -3.913 -6.207 1.134
C -2.211 5.028 3.270
C -1.820 3.560 3.418
O -3.003 2.825 3.114
S -3.869 3.651 2.005
O -3.571 3.103 0.700
O -5.216 3.810 2.503
O -3.091 5.077 2.148
H -2.761 5.379 4.149
H -1.344 5.671 3.103
H -1.466 3.322 4.424
H -1.053 3.281 2.688
C -1.919 0.556 -5.198
C -2.547 -0.079 -6.437
O -2.026 -1.406 -6.480
S -1.776 -1.927 -4.955
O -2.915 -2.723 -4.557
O -0.413 -2.395 -4.850
O -1.885 -0.478 -4.216
H -0.890 0.872 -5.396
H -2.498 1.409 -4.834
H -2.300 0.462 -7.353
H -3.635 -0.147 -6.336
C 11.289 -2.162 -3.803
C 11.680 -3.630 -3.655
O 10.497 -4.364 -3.959
S 9.631 -3.539 -5.068
O 9.929 -4.087 -6.373
O 8.284 -3.380 -4.570
O 10.409 -2.113 -4.925
H 10.739 -1.811 -2.924
H 12.156 -1.519 -3.970
H 12.034 -3.868 -2.649
H 12.447 -3.909 -4.386
C -4.479 5.667 -4.585
C -4.827 5.774 -6.067
O -3.800 5.055 -6.745
S -3.297 3.828 -5.795
O -3.981 2.625 -6.213
O -1.861 3.911 -5.663
O -3.977 4.343 -4.406
H -3.686 6.371 -4.314
H -5.348 5.835 -3.943
H -4.865 6.810 -6.412
H -5.782 5.284 -6.284
C -2.437 -0.463 5.805
C -0.978 -0.716 5.432
O -0.327 0.541 5.601
S -1.052 1.355 6.814
O -0.280 1.148 8.020
O -1.420 2.665 6.330
O -2.397 0.439 6.909
H -2.974 0.024 4.985
H -2.957 -1.384 6.083
H -0.866 -1.073 4.406
H -0.514 -1.431 6.119
C -6.922 2.810 7.171
C -5.759 2.851 6.183
O -4.688 2.174 6.838
S -5.307 1.009 7.797
O -5.245 -0.246 7.080
O -4.773 1.182 9.128
O -6.853 1.525 7.786
H -6.803 3.568 7.951
H -7.888 2.945 6.677
H -5.468 3.872 5.924
H -5.999 2.298 5.268
```



# 3
ORCA calculation (wB97M-V/def2-TZVPD) on a structure of composition C28H46FeNP3 at a distorted geometry.

Summary:
multiplicity = 6
calculated total energy = -3436.78496 Eh
charge = +1
energy above the lowest of the compared OMol25 structures with the same formula, charge and spin = 0.000 eV
gap between HOMO and LUMO (alpha / beta) = 6.75 / 7.01 eV

```
79
C28H46FeNP3 (wB97M-V/def2-TZVPD)
C 4.728 -0.984 -1.383
C 3.641 -0.129 -1.349
C 2.544 -0.421 -2.186
C 2.563 -1.556 -3.048
C 3.723 -2.389 -3.069
C 4.782 -2.098 -2.236
C 1.436 -1.782 -3.846
C 0.588 -0.716 -4.172
C 0.608 0.417 -3.321
C -0.089 1.589 -3.645
C -0.947 1.548 -4.746
C -1.015 0.408 -5.584
C -0.232 -0.700 -5.336
H 5.560 -0.778 -0.698
H 3.753 -3.248 -3.770
H 5.652 -2.740 -2.205
H 1.406 -2.675 -4.466
H -1.570 2.406 -4.971
H -1.698 0.411 -6.419
H -0.238 -1.581 -5.985
N 1.331 0.294 -2.122
Fe 0.456 0.477 -0.614
C 3.540 1.048 -0.390
H 3.385 2.013 -0.895
H 4.441 1.110 0.230
C 0.058 2.808 -2.755
H 1.102 3.133 -2.629
H -0.544 3.638 -3.132
P 2.153 0.737 0.780
P -0.652 2.397 -1.121
C -2.435 2.384 -1.585
H -3.095 2.167 -0.733
H -2.696 3.375 -1.991
H -2.610 1.630 -2.364
C -0.402 3.971 -0.233
H -0.852 4.769 -0.839
H -0.868 3.947 0.758
H 0.678 4.154 -0.128
C 2.727 -0.788 1.619
H 3.688 -0.606 2.115
H 2.003 -1.153 2.356
H 2.872 -1.592 0.884
C 2.385 2.095 1.953
H 1.700 2.019 2.804
H 3.420 2.063 2.320
H 2.216 3.051 1.445
H 0.361 -1.942 -1.559
H 0.254 -1.653 -0.811
C 0.062 0.138 3.854
C -1.143 -0.462 3.136
C -2.326 -0.533 4.104
P -1.521 0.295 1.439
C -2.719 -1.025 0.796
C -4.191 -0.928 1.210
C -2.687 -1.138 -0.729
C -2.382 1.958 1.913
C -3.842 1.929 2.367
C -1.548 2.807 2.889
H -0.079 1.185 4.141
H 0.966 0.054 3.250
H 0.217 -0.433 4.778
H -0.880 -1.494 2.840
H -2.635 0.459 4.449
H -3.180 -1.076 3.692
H -1.985 -1.093 4.983
H -2.295 -1.948 1.230
H -4.701 -0.130 0.645
H -4.685 -1.875 0.942
H -4.368 -0.779 2.280
H -1.683 -1.323 -1.122
H -3.316 -1.990 -1.037
H -3.099 -0.233 -1.209
H -2.356 2.465 0.933
H -4.000 1.286 3.235
H -4.125 2.949 2.658
H -4.519 1.631 1.560
H -0.480 2.820 2.637
H -1.913 3.842 2.852
H -1.681 2.468 3.920
```



Copy entry 1 word for word.
ORCA calculation (wB97M-V/def2-TZVPD) on a structure of composition C28H46AuNP3 at a distorted geometry.

Summary:
multiplicity = 3
calculated total energy = -2308.71146 Eh
charge = +1
gap between HOMO and LUMO (alpha / beta) = 3.89 / 6.29 eV

```
79
C28H46AuNP3 (wB97M-V/def2-TZVPD)
C 1.460 -0.898 -4.926
C 1.003 0.123 -4.087
C -0.422 0.209 -3.883
C -1.121 -1.023 -3.838
C -0.636 -2.091 -4.592
C 0.595 -1.963 -5.232
C -2.169 -1.088 -2.782
C -3.000 0.163 -2.857
C -2.272 1.373 -3.038
C -2.820 2.600 -2.504
C -4.208 2.685 -2.395
C -4.983 1.510 -2.584
C -4.392 0.245 -2.702
H 2.492 -0.893 -5.278
H -1.243 -2.998 -4.653
H 0.941 -2.764 -5.890
H -2.785 -1.991 -2.825
H -4.668 3.639 -2.148
H -6.069 1.592 -2.518
H -4.992 -0.673 -2.687
N -1.031 1.396 -3.584
Au 0.518 -0.634 0.018
C 1.858 0.979 -3.191
H 1.336 1.926 -2.979
H 2.842 1.136 -3.656
C -1.829 3.589 -1.926
H -0.950 3.683 -2.583
H -2.305 4.559 -1.730
P 2.145 0.144 -1.534
P -1.206 2.947 -0.320
C -2.557 3.173 0.843
H -2.293 2.729 1.813
H -2.732 4.256 0.952
H -3.475 2.692 0.481
C 0.272 3.818 0.190
H 0.062 4.887 0.331
H 0.636 3.407 1.143
H 1.062 3.708 -0.561
C 3.090 -1.343 -2.015
H 3.952 -1.084 -2.652
H 3.425 -1.862 -1.107
H 2.410 -2.009 -2.562
C 3.338 1.280 -0.742
H 3.512 0.955 0.296
H 4.296 1.266 -1.282
H 2.942 2.307 -0.712
H -1.572 -1.081 -1.774
H -0.963 1.552 -0.502
C -1.412 0.078 3.473
C 0.108 -0.066 3.542
C 0.576 -0.391 4.970
P 0.791 -1.172 2.243
C 2.629 -1.264 2.484
C 3.256 -0.024 3.148
C 3.079 -2.549 3.183
C -0.021 -2.822 2.390
C -0.174 -3.372 3.804
C -1.366 -2.812 1.647
H -1.923 -0.836 3.806
H -1.767 0.350 2.469
H -1.716 0.881 4.163
H 0.542 0.910 3.273
H 0.622 -1.463 5.174
H 1.552 0.049 5.192
H -0.142 0.032 5.681
H 3.000 -1.296 1.441
H 3.303 -0.108 4.243
H 4.293 0.064 2.794
H 2.748 0.914 2.885
H 2.699 -3.446 2.683
H 4.175 -2.600 3.145
H 2.795 -2.590 4.245
H 0.662 -3.493 1.843
H -0.873 -2.785 4.413
H -0.587 -4.387 3.740
H 0.784 -3.461 4.329
H -1.294 -2.293 0.678
H -1.672 -3.849 1.444
H -2.161 -2.338 2.239
```